Entry 1:
{
  "formula": "C27H38N2O15",
  "method": "the ωB97M-V functional and the def2-TZVPD basis",
  "symbols": ["C", "C", "C", "O", "C", "O", "O", "H", "H", "H", "H", "H", "H", "C", "C", "C", "O", "C", "O", "O", "H", "H", "H", "H", "H", "H", "C", "C", "C", "O", "C", "O", "O", "H", "H", "H", "H", "H", "H", "C", "C", "C", "O", "C", "O", "O", "H", "H", "H", "H", "H", "H", "C", "C", "C", "O", "C", "O", "O", "H", "H", "H", "H", "H", "H", "C", "C", "N", "H", "H", "H", "N", "C", "C", "C", "C", "C", "H", "H", "H", "H", "H"],
  "coordinates": [[-20.92177, 1.19367, -8.36263], [-20.22938, 2.39534, -7.79720], [-20.24823, 2.40264, -6.27986], [-18.92030, 2.72963, -5.87375], [-18.11635, 2.66429, -6.96942], [-16.94858, 2.84787, -6.99655], [-18.78935, 2.32812, -8.05924], [-20.51830, 0.94198, -9.32659], [-21.98475, 1.33904, -8.44950], [-20.80869, 0.34888, -7.64270], [-20.63931, 3.29592, -8.17074], [-20.38353, 1.38634, -5.92610], [-20.99870, 3.12713, -5.93057], [-20.26543, 0.63354, -2.98438], [-21.67575, 1.12396, -2.71300], [-21.81022, 2.67386, -2.66947], [-22.63092, 2.97501, -3.89433], [-23.09940, 1.80945, -4.41557], [-23.92597, 1.72993, -5.27646], [-22.67085, 0.77239, -3.73093], [-19.90209, 1.05834, -3.91344], [-20.19897, -0.44479, -3.14924], [-19.57752, 0.98554, -2.17368], [-22.01603, 0.74384, -1.74485], [-20.83900, 3.25602, -2.79593], [-22.39346, 2.99700, -1.78157], [-25.52983, -2.26508, -5.92084], [-24.28876, -1.70752, -5.23271], [-24.21588, -1.97671, -3.73836], [-22.82503, -1.99659, -3.44492], [-22.22453, -2.45091, -4.59254], [-21.05106, -2.68554, -4.61840], [-23.06135, -2.47996, -5.65735], [-25.26580, -2.68261, -6.87345], [-26.23203, -1.41868, -6.08955], [-26.03093, -2.98065, -5.31331], [-24.11712, -0.60700, -5.49022], [-24.79494, -2.95278, -3.48736], [-24.68504, -1.20840, -3.09227], [-18.27179, -3.99479, -5.21233], [-17.16696, -3.36199, -4.45481], [-16.45796, -4.42559, -3.55116], [-15.12489, -4.05555, -3.70077], [-14.98702, -3.15732, -4.75667], [-13.93035, -2.67956, -5.06094], [-16.15317, -2.94686, -5.32204], [-18.90444, -4.47011, -4.44248], [-17.99690, -4.80793, -5.94337], [-18.91452, -3.39591, -5.79800], [-17.50904, -2.50413, -3.81578], [-16.67261, -5.47092, -3.79066], [-16.60515, -4.14594, -2.55399], [-18.66321, -3.53099, 0.81217], [-18.91413, -3.12548, -0.63734], [-20.39973, -3.37528, -0.99887], [-20.99557, -2.12055, -0.54155], [-20.04666, -1.16029, -0.41396], [-20.28283, -0.05293, -0.11875], [-18.83804, -1.65571, -0.72803], [-17.67915, -3.11331, 1.05569], [-18.87785, -4.52805, 1.18680], [-19.48916, -2.84577, 1.28964], [-18.19084, -3.52936, -1.43574], [-20.84649, -4.15044, -0.36761], [-20.59964, -3.54298, -2.00026], [-15.73969, -0.24741, -7.39480], [-17.14819, -0.42284, -6.85639], [-18.15869, -0.57041, -6.33203], [-15.04156, -0.27591, -6.61306], [-15.75991, 0.73176, -7.85452], [-15.62265, -1.03241, -8.08833], [-16.08803, -0.65245, -2.37273], [-14.75484, -0.67377, -2.48509], [-13.93870, 0.30363, -2.93323], [-14.57024, 1.54424, -3.26698], [-15.95845, 1.60824, -3.09405], [-16.65762, 0.52348, -2.65503], [-14.30023, -1.64278, -2.24195], [-12.86574, 0.13051, -3.12505], [-14.01919, 2.31702, -3.77771], [-16.54022, 2.52837, -3.32800], [-17.73241, 0.51493, -2.60433]],
  "forces_ev_per_angstrom": [[0.090, -0.953, 0.934], [0.977, -1.158, 0.653], [-0.245, -0.079, 0.059], [0.353, 0.777, -0.471], [-0.322, -0.236, 0.255], [1.063, 0.231, 0.664], [-1.604, 0.147, -0.675], [0.133, -0.202, -0.409], [-0.467, 0.333, -0.128], [0.198, 0.338, -0.815], [-0.022, 1.107, -0.707], [-0.601, -0.060, 0.216], [0.466, -0.348, 0.395], [0.172, 0.394, -0.343], [-0.097, 0.816, 0.547], [-0.058, 0.539, -1.261], [0.753, -0.563, 0.765], [-0.736, 1.199, 1.017], [0.341, 0.180, -0.527], [1.351, -1.094, 0.743], [0.146, 0.261, -0.202], [-0.118, -0.012, 0.424], [-0.882, -0.461, -0.589], [-0.134, -0.260, -0.406], [-1.285, -0.896, 0.331], [0.470, 0.024, -0.685], [0.168, 1.856, 0.053], [0.567, 0.288, -0.438], [-1.884, -0.040, 1.020], [-0.469, -1.207, -1.064], [0.754, 0.782, 0.065], [-0.378, -0.348, -0.119], [-0.592, 0.760, 1.265], [0.069, -0.225, -0.461], [0.384, -0.583, 0.015], [-0.308, -0.781, 0.401], [-0.059, -1.571, 0.353], [1.445, 1.162, -0.354], [0.313, -0.195, -0.584], [-0.860, -2.061, -0.215], [-1.170, -0.884, 0.902], [-0.402, 1.476, -0.983], [1.923, 0.587, -1.510], [1.804, -0.715, 1.115], [-0.803, -0.299, -0.009], [0.379, 0.860, -0.715], [-0.065, 0.068, -0.381], [0.471, 0.597, 1.017], [-0.516, 1.310, -0.238], [0.307, -0.579, -0.707], [0.156, 0.170, -0.053], [-1.062, -0.404, 1.698], [-1.333, 2.975, 0.353], [0.130, -0.847, -1.731], [0.603, 1.052, 2.793], [0.000, -0.411, -0.328], [-0.047, -2.259, -0.925], [-0.293, 1.954, 0.684], [0.306, -1.034, 0.398], [-0.245, -0.475, 0.498], [0.339, -0.196, -0.627], [1.705, -1.284, -0.042], [-1.083, 0.644, 1.423], [0.173, 0.020, -0.250], [-0.410, -0.052, -2.089], [-3.248, 0.712, 0.113], [1.635, 0.071, 0.315], [-0.295, 0.140, -0.195], [0.886, -0.212, 1.126], [0.328, 0.148, -0.308], [0.584, -0.770, -0.907], [0.354, 0.643, 0.044], [-0.243, -2.657, 0.696], [0.233, 2.859, -1.164], [-0.127, -1.824, 0.058], [0.437, 2.106, -0.546], [-0.190, -1.545, 0.131], [-0.162, 0.265, -0.060], [-0.755, 0.112, 0.305], [0.031, 0.312, 0.246], [0.691, -0.728, 0.044], [-0.117, 0.227, 0.087]],
  "spin_multiplicity": 1,
  "total_charge": 0,
  "total_energy_ev": -62307.8125,
  "smiles": "C[C@H]1COC(=O)O1.C[C@H]1COC(=O)O1.C[C@H]1COC(=O)O1.C[C@H]1COC(=O)O1.C[C@H]1COC(=O)O1.c1ccncc1.CC#N",
  "homo_energy_ha": -0.3525
}


Entry 2:
{
  "formula": "C27H38N6O4",
  "method": "the ωB97M-V functional and the def2-TZVPD basis",
  "symbols": ["C", "C", "C", "C", "C", "C", "N", "N", "C", "C", "C", "C", "C", "C", "C", "C", "O", "H", "H", "H", "H", "C", "O", "N", "C", "C", "N", "H", "H", "N", "C", "O", "N", "C", "O", "H", "C", "C", "C", "C", "H", "H", "H", "H", "H", "H", "H", "H", "H", "C", "H", "H", "C", "C", "H", "H", "H", "C", "H", "H", "H", "H", "H", "H", "H", "H", "H", "H", "H", "H", "H", "H", "H", "H", "H"],
  "coordinates": [[4.48012, -2.00595, -2.92443], [5.30124, -1.29462, -1.85497], [4.44942, -0.73697, -0.71356], [3.64091, 0.49634, -1.11328], [2.80854, 1.01467, 0.05509], [1.98038, 2.24200, -0.32890], [1.04376, 2.58876, 0.72208], [-0.20618, 2.18033, 0.52378], [-1.11805, 2.39959, 1.41515], [-0.84175, 3.07679, 2.65231], [-1.79862, 3.31082, 3.64580], [-1.43632, 3.95010, 4.80911], [-0.12188, 4.36777, 5.01437], [0.83329, 4.14201, 4.04963], [0.48505, 3.49542, 2.86295], [1.50770, 3.24570, 1.84821], [2.67888, 3.56940, 1.93203], [1.85972, 4.44976, 4.18020], [0.14527, 4.86690, 5.93398], [-2.17730, 4.12880, 5.57425], [-2.81573, 2.99355, 3.48354], [-2.49917, 1.92921, 1.08543], [-3.47679, 2.63873, 1.22443], [-2.56627, 0.67668, 0.56323], [-1.44145, -0.18547, 0.51990], [-0.92441, -0.57085, -0.69314], [-1.49383, -0.12490, -1.84977], [-0.95612, -0.17844, -2.69844], [-2.03544, 0.71883, -1.73435], [0.13073, -1.44376, -0.76255], [0.73779, -1.94777, 0.38168], [1.65868, -2.73035, 0.33030], [0.23950, -1.47520, 1.56114], [-0.81354, -0.57795, 1.75058], [-1.09837, -0.19312, 2.86643], [0.70614, -1.80338, 2.39969], [0.65839, -1.90904, -2.03539], [-0.24529, -2.95896, -2.68295], [0.33771, -3.48969, -3.99270], [0.34997, -2.45273, -5.11068], [-0.64633, -2.04248, -5.26434], [0.67358, -2.91235, -6.04087], [1.03480, -1.63768, -4.88987], [-0.26248, -4.34305, -4.31307], [1.35370, -3.84693, -3.81643], [-0.35393, -3.78700, -1.97993], [-1.23864, -2.54342, -2.86528], [1.62877, -2.35805, -1.81347], [0.82067, -1.05397, -2.69608], [-3.87054, 0.08951, 0.29682], [-3.83841, -0.40810, -0.67760], [-4.58071, 0.91872, 0.25891], [-4.31361, -0.91623, 1.36851], [-5.65869, -1.51235, 0.96090], [-6.41571, -0.73301, 0.91117], [-5.59311, -1.99312, -0.01322], [-5.97836, -2.25429, 1.68810], [-4.40600, -0.24962, 2.73737], [-4.80742, -0.94670, 3.46919], [-3.42219, 0.06640, 3.07535], [-5.05607, 0.62101, 2.69080], [-3.57001, -1.72084, 1.41813], [2.64007, 3.09776, -0.49100], [1.39163, 2.04968, -1.22825], [2.13622, 0.22642, 0.40108], [3.46338, 1.28388, 0.88475], [2.97752, 0.25206, -1.94576], [4.32059, 1.28237, -1.44974], [3.77523, -1.51653, -0.35222], [5.10682, -0.46225, 0.11386], [5.87117, -0.48215, -2.31174], [6.01676, -2.00635, -1.43844], [5.13327, -2.42221, -3.68805], [3.78865, -1.32161, -3.41018], [3.91266, -2.82053, -2.47957]],
  "forces_ev_per_angstrom": [[0.213, 0.118, 0.096], [-0.169, -0.093, 0.139], [0.160, 0.163, -0.302], [-0.040, -0.179, 0.412], [0.001, 0.202, -0.324], [0.444, -0.213, -0.027], [0.108, 0.297, 0.208], [-0.965, 0.061, 0.003], [0.552, 0.227, -0.179], [0.506, 0.238, 0.220], [-0.046, 0.001, 0.025], [-0.057, -0.061, -0.059], [0.131, 0.019, -0.047], [0.063, -0.005, -0.037], [-0.484, -0.044, 0.133], [-0.069, 0.019, -0.091], [0.154, 0.053, 0.088], [0.070, 0.024, 0.023], [0.031, 0.039, 0.060], [-0.071, 0.002, 0.044], [-0.082, -0.013, 0.003], [0.092, 0.133, -0.348], [0.002, 0.150, 0.248], [0.227, -0.405, -0.278], [-0.100, -0.273, -0.046], [-0.521, 0.170, 0.654], [0.272, -0.040, -0.020], [-0.031, 0.025, 0.020], [0.012, 0.019, -0.002], [0.063, 0.125, -0.096], [-0.125, 0.139, 0.096], [0.258, -0.296, 0.030], [0.137, -0.088, 0.406], [0.014, -0.206, -0.567], [-0.031, 0.059, 0.204], [-0.055, 0.046, -0.172], [-0.030, -0.357, -0.317], [0.251, -0.062, -0.085], [-0.187, 0.167, 0.042], [0.072, -0.209, 0.120], [-0.110, 0.084, -0.052], [0.029, 0.052, -0.135], [0.066, 0.147, -0.034], [0.072, -0.064, 0.023], [0.038, -0.115, 0.008], [-0.051, 0.036, 0.077], [-0.055, -0.039, 0.036], [-0.114, 0.185, -0.101], [0.082, 0.005, 0.055], [-0.354, -0.213, 0.138], [-0.031, 0.054, 0.011], [0.005, -0.134, -0.091], [-0.097, 0.198, -0.037], [0.331, 0.005, 0.007], [-0.144, 0.091, -0.012], [-0.066, -0.071, -0.122], [-0.081, -0.077, 0.052], [0.148, -0.092, -0.131], [-0.045, -0.065, 0.110], [0.020, 0.061, 0.088], [-0.135, 0.113, 0.014], [-0.020, 0.015, -0.031], [-0.081, -0.071, -0.058], [0.016, 0.065, 0.091], [-0.025, -0.004, 0.049], [-0.033, -0.042, 0.068], [-0.047, 0.032, -0.140], [0.027, 0.046, -0.113], [-0.022, -0.033, 0.088], [-0.023, -0.007, 0.098], [0.106, 0.003, 0.016], [0.089, 0.037, -0.033], [-0.019, -0.066, -0.126], [-0.137, 0.041, -0.103], [-0.106, -0.125, 0.015]],
  "spin_multiplicity": 1,
  "total_charge": 0,
  "total_energy_ev": -45749.6079,
  "smiles": "CCCCCCn1nc(C(=O)N(CC(C)C)c2c(N)n(CCCC)c(=O)[nH]c2=O)c2ccccc2c1=O",
  "de_lowest_ev": 0.0000,
  "homo_energy_ha": -0.3033
}


Entry 3:
{
  "formula": "C27H39BN2O2PSSi",
  "method": "the ωB97M-V functional and the def2-TZVPD basis",
  "symbols": ["C", "Si", "C", "C", "S", "B", "N", "O", "P", "N", "O", "H", "H", "H", "H", "H", "H", "H", "H", "H", "H", "H", "H", "H", "H", "H", "C", "C", "C", "C", "C", "C", "H", "H", "H", "H", "H", "H", "C", "C", "C", "C", "C", "C", "H", "H", "H", "H", "H", "H", "C", "C", "C", "C", "C", "C", "H", "H", "H", "H", "H", "H", "C", "C", "C", "C", "C", "C", "H", "H", "H", "H", "H", "H"],
  "coordinates": [[-1.56081, 1.36663, -1.24585], [-0.65386, 0.89642, 0.29261], [-1.70448, 0.87768, 1.81096], [0.32502, -0.67417, 0.12967], [0.90270, 2.49994, 0.72106], [2.23440, 1.90646, -0.52780], [2.14810, 2.36295, -1.86219], [3.18403, 1.08176, 0.00219], [1.51840, 2.17229, 2.89836], [2.76119, 3.32522, 2.90199], [2.38458, 0.83025, 2.78527], [-1.92197, 2.39551, -1.23624], [-2.43596, 0.70707, -1.29304], [-0.98190, 1.20124, -2.15544], [-2.31899, 1.77320, 1.91043], [-2.37799, 0.02105, 1.71386], [-1.09601, 0.74908, 2.70647], [0.77555, -0.77307, -0.86138], [1.11672, -0.69691, 0.88293], [-0.31071, -1.54524, 0.30198], [1.70072, 3.26940, -1.95695], [1.74148, 1.77492, -2.58082], [3.34300, 0.21717, -0.38643], [3.48379, 3.03297, 3.55707], [2.40789, 4.23077, 3.20209], [2.97344, 0.76840, 2.01289], [-2.38339, -3.94545, 5.50507], [-2.56551, -3.62107, 4.16791], [-1.77251, -2.64561, 3.57983], [-0.79795, -1.99800, 4.32638], [-0.61513, -2.32322, 5.66327], [-1.40983, -3.29689, 6.25214], [-3.00118, -4.70520, 5.96546], [-3.32392, -4.12818, 3.58582], [-1.91943, -2.39438, 2.53565], [-0.17235, -1.23901, 3.86959], [0.14598, -1.82058, 6.24602], [-1.26995, -3.55094, 7.29463], [-0.33192, -1.81194, -3.61938], [-1.16431, -2.35419, -2.64958], [-1.33258, -3.72961, -2.56781], [-0.66399, -4.56078, -3.45609], [0.16750, -4.01844, -4.42678], [0.33346, -2.64304, -4.51101], [-0.20717, -0.73680, -3.69296], [-1.69115, -1.70720, -1.95852], [-1.98808, -4.15144, -1.81653], [-0.79409, -5.63332, -3.39472], [0.68374, -4.66836, -5.12089], [0.97462, -2.22077, -5.27391], [6.11308, 5.98322, 1.02750], [7.10795, 6.20099, 0.08470], [7.30899, 5.28527, -0.94019], [6.51314, 4.15148, -1.02593], [5.51026, 3.94139, -0.08919], [5.30971, 4.85465, 0.93552], [5.96844, 6.69147, 1.83322], [7.73332, 7.08148, 0.15212], [8.09171, 5.45332, -1.66825], [6.67486, 3.43431, -1.82037], [4.90178, 3.04726, -0.14395], [4.54907, 4.65790, 1.67856], [-6.88691, -1.89664, -1.83526], [-6.40684, -0.61586, -2.07189], [-5.20979, -0.44067, -2.75432], [-4.49600, -1.54588, -3.19894], [-4.97713, -2.82671, -2.96430], [-6.17294, -3.00113, -2.28129], [-7.82216, -2.03448, -1.30843], [-6.96990, 0.24406, -1.73242], [-4.83940, 0.55916, -2.94780], [-3.56675, -1.40734, -3.73696], [-4.42094, -3.68539, -3.31879], [-6.55275, -3.99843, -2.10059]],
  "forces_ev_per_angstrom": [[-0.020, 0.059, -0.057], [-0.030, -0.323, 0.131], [0.025, 0.161, -0.129], [0.223, 0.136, 0.047], [0.042, 0.557, -0.271], [0.355, -0.057, 0.144], [-0.919, 0.233, 0.100], [-0.650, -0.359, 0.535], [0.189, -0.172, 0.019], [-0.423, -0.053, 0.280], [-0.170, -0.152, -0.050], [-0.002, -0.015, 0.019], [0.005, 0.039, -0.040], [0.019, 0.023, 0.022], [0.051, 0.010, 0.062], [0.018, -0.004, 0.103], [-0.150, -0.051, 0.076], [-0.037, -0.104, 0.010], [-0.051, -0.073, 0.012], [-0.024, 0.018, -0.097], [-0.055, -0.047, 0.037], [0.685, -0.249, -0.161], [0.382, 0.071, -0.438], [0.153, 0.029, -0.186], [0.145, 0.072, -0.098], [0.126, 0.126, -0.006], [-0.004, -0.002, -0.006], [0.006, 0.006, 0.012], [-0.009, 0.014, -0.023], [0.022, 0.029, -0.007], [-0.013, -0.007, -0.004], [0.004, 0.005, 0.003], [0.002, 0.001, 0.000], [-0.001, 0.003, 0.001], [0.016, -0.009, -0.002], [0.010, -0.019, -0.013], [0.000, -0.001, -0.001], [0.001, -0.002, -0.003], [0.027, 0.024, 0.015], [0.057, 0.004, 0.038], [0.016, 0.006, 0.008], [-0.006, -0.004, -0.001], [0.003, 0.004, -0.002], [0.001, -0.007, 0.016], [-0.032, 0.001, -0.017], [-0.041, -0.005, -0.031], [0.000, 0.000, -0.001], [0.000, 0.002, 0.000], [-0.004, 0.001, -0.001], [-0.002, -0.001, 0.000], [-0.021, 0.018, -0.039], [0.007, -0.017, -0.008], [-0.001, 0.006, 0.010], [-0.035, 0.054, -0.019], [0.037, -0.057, -0.005], [0.098, -0.041, 0.068], [-0.008, 0.002, -0.006], [0.001, -0.003, 0.001], [-0.004, 0.001, -0.001], [0.002, 0.002, 0.000], [0.009, -0.002, -0.013], [-0.037, 0.076, -0.028], [0.000, 0.005, 0.001], [0.011, -0.008, 0.014], [-0.003, -0.013, 0.043], [0.027, 0.078, -0.022], [0.008, 0.009, 0.032], [0.006, -0.003, 0.007], [0.001, 0.000, -0.002], [0.001, -0.001, 0.000], [-0.016, -0.001, -0.029], [-0.017, -0.027, -0.035], [-0.006, 0.001, -0.007], [-0.003, 0.002, -0.005]],
  "spin_multiplicity": 1,
  "total_charge": 1,
  "total_energy_ev": -64383.9309,
  "homo_energy_ha": -0.4113
}